Entry 1:
DFT (the ωB97M-V functional and the def2-TZVPD basis) results for a single CH5N3O molecule in a non-equilibrium geometry.

Each line ends with the natural charge from an NBO analysis.
CARTESIAN COORDINATES (ANGSTROEM)
N  -0.2581  -2.0364  -0.1382  -0.593
N  0.0838  -0.8526  0.2374  -0.012
N  -0.6719  0.1034  -0.0503  -0.318
C  -0.0574  1.5376  0.1458  0.066
O  1.2176  1.5710  0.7456  -0.682
H  -0.9780  -2.2164  -0.8121  0.363
H  0.0931  -2.7910  0.4009  0.381
H  -0.6485  2.0330  0.8699  0.153
H  -0.0864  1.9102  -0.8447  0.179
H  0.8791  1.5207  1.6383  0.463

* energy above the lowest of the compared OMol25 structures with the same formula, charge and spin: 234.11 kJ/mol
* charge: 0
* orbital gap: 9.892 eV
* HOMO level: -0.322 Eh
* LUMO level: 1.138 eV

---

Entry 2:
DFT (the ωB97M-V functional and the def2-TZVPD basis) results for a molecular structure, C10H31Cl2O7P2ReSbSi3 in a non-equilibrium geometry.

Each line ends with the Löwdin spin population.
CARTESIAN COORDINATES (ANGSTROEM)
Re  -0.1859  -0.2462  -0.3854  2.520
Cl  -2.0747  -1.0916  -1.4150  0.059
C  -2.3076  -2.3408  -0.1474  -0.001
Cl  -0.7711  -2.1543  0.7615  0.057
H  -2.3956  -3.3348  -0.5765  -0.001
H  -3.1467  -2.0708  0.4866  0.002
O  1.2939  1.8445  2.9124  0.003
P  0.4645  1.2778  1.7075  0.015
O  -0.7652  0.5527  2.0446  0.088
O  1.4324  0.4857  0.7954  0.038
O  0.1971  2.6331  0.8343  0.004
P  -0.7046  2.3952  -0.4886  0.015
O  -0.7977  3.8613  -1.0472  0.003
O  -1.9733  1.7056  -0.2430  0.084
O  0.2365  1.6025  -1.4598  0.031
H  0.7799  1.9209  3.7361  0.000
H  -1.6853  4.2489  -0.9442  0.001
C  0.9539  0.7528  -4.3997  0.002
Si  2.5061  0.3780  -3.4031  0.007
C  2.5394  -1.3928  -2.7349  0.033
C  4.0849  0.8412  -4.3214  0.001
Sb  2.6114  1.9222  -1.1923  0.004
Si  2.3721  4.4602  -2.2023  0.001
C  2.4456  5.3831  -0.5637  0.000
C  0.9449  4.7385  -3.3920  0.000
C  4.0238  4.4549  -3.1144  0.000
Si  4.6062  0.7507  0.3951  0.000
C  4.2516  -1.0770  0.6215  0.000
C  4.6499  1.9096  1.8608  0.000
C  5.9835  1.1035  -0.8411  0.000
H  0.8538  0.0320  -5.2141  0.000
H  0.9880  1.7495  -4.8414  0.000
H  0.0603  0.6865  -3.7792  0.002
H  2.2746  -2.1062  -3.5180  0.001
H  1.8227  -1.5168  -1.9150  0.031
H  3.5304  -1.6601  -2.3681  0.001
H  4.2434  0.1448  -5.1485  0.000
H  4.9714  0.8031  -3.6866  0.000
H  4.0232  1.8410  -4.7512  0.000
H  1.5956  5.1155  0.0653  0.000
H  2.4362  6.4662  -0.6999  0.000
H  3.3643  5.1184  -0.0372  0.000
H  0.2547  3.8971  -3.4041  0.000
H  1.3249  4.8953  -4.4017  0.000
H  0.3772  5.6223  -3.0976  0.000
H  4.8255  3.9884  -2.5372  0.000
H  4.3259  5.4851  -3.3206  0.000
H  3.9559  3.9447  -4.0753  0.000
H  3.2111  -1.2397  0.8959  0.000
H  4.8782  -1.4752  1.4233  0.000
H  4.4705  -1.6441  -0.2822  0.000
H  3.6934  1.9319  2.3697  0.000
H  4.8947  2.9233  1.5407  0.000
H  5.4034  1.5949  2.5870  0.000
H  5.9609  0.4250  -1.6948  0.000
H  6.9489  0.9707  -0.3447  0.000
H  5.9487  2.1288  -1.2155  0.000

* energy above the lowest of the compared OMol25 structures with the same formula, charge and spin: 150.29 kJ/mol
* charge: +2
* multiplicity: 4
* orbital gap (spin up / spin down): 7.477 / 6.730 eV
* HOMO level (spin up / spin down): -0.540 / -0.514 Eh
* LUMO level (spin up / spin down): -7.205 / -7.248 eV

---

Entry 3:
DFT (the ωB97M-V functional and the def2-TZVPD basis) results for a molecular structure, C39H56CaN3O5P2Te in a non-equilibrium geometry.

Each line ends with the Löwdin charge.
CARTESIAN COORDINATES (ANGSTROEM)
Ca  -0.8071  -0.2046  -0.9693  0.962
C  4.6567  0.6277  3.0128  -0.136
C  3.8343  -0.6562  2.9089  -0.593
C  3.3284  -1.0599  4.2946  -0.135
P  2.3594  -0.3840  1.8053  1.110
C  3.0851  -0.2075  0.0918  -0.547
C  3.2919  1.2623  -0.2787  -0.130
C  4.3311  -1.0382  -0.1973  -0.109
C  1.6587  -2.0767  1.6864  -0.289
C  2.4473  -3.2286  1.7568  -0.070
C  1.9252  -4.5058  1.6419  -0.281
C  2.8045  -5.7237  1.7421  -0.063
C  0.5523  -4.6180  1.4404  -0.039
C  -0.2488  -3.4968  1.3751  -0.043
C  0.2728  -2.2024  1.4982  -0.339
N  -0.5392  -1.0588  1.3602  -0.079
C  -1.4751  -0.8368  2.3215  -0.361
C  -1.7552  -1.7179  3.4044  -0.031
C  -2.7434  -1.4538  4.3354  -0.066
C  -3.5317  -0.3095  4.2815  -0.307
C  -4.6167  -0.0304  5.2882  -0.074
C  -3.2448  0.5833  3.2555  -0.072
C  -2.2592  0.3652  2.3013  -0.328
P  -1.8096  1.6621  1.0964  1.060
C  -3.4718  2.3752  0.5918  -0.534
C  -3.4364  2.7042  -0.9011  -0.140
C  -3.9943  3.5818  1.3705  -0.127
C  -1.0657  2.9754  2.1750  -0.559
C  -0.0108  2.3972  3.1134  -0.126
C  -0.4570  4.0550  1.2781  -0.124
H  5.4354  0.5206  3.7738  0.071
H  4.0220  1.4710  3.2982  0.073
H  5.1446  0.8823  2.0727  0.048
H  4.4789  -1.4498  2.5230  0.082
H  2.7018  -0.2685  4.7147  0.072
H  4.1667  -1.2259  4.9776  0.071
H  2.7302  -1.9708  4.2586  0.062
H  2.2894  -0.6000  -0.5544  0.081
H  4.1377  1.6976  0.2575  0.058
H  2.4078  1.8615  -0.0524  0.052
H  3.4802  1.3586  -1.3509  0.067
H  5.1793  -0.7120  0.4098  0.063
H  4.6138  -0.9279  -1.2464  0.064
H  4.1592  -2.0994  -0.0182  0.065
H  3.5165  -3.1333  1.9113  0.092
H  3.8378  -5.4843  1.4873  0.069
H  2.4656  -6.5093  1.0650  0.072
H  2.8010  -6.1372  2.7546  0.073
H  0.1067  -5.5997  1.3137  0.109
H  -1.3086  -3.6183  1.1919  0.103
H  -1.1657  -2.6162  3.5142  0.096
H  -2.9033  -2.1685  5.1379  0.103
H  -4.6511  -0.8133  6.0473  0.065
H  -5.6040  0.0176  4.8211  0.070
H  -4.4559  0.9206  5.8024  0.070
H  -3.8153  1.5059  3.2092  0.094
H  -4.1641  1.5407  0.7369  0.098
H  -2.7118  3.4914  -1.1251  0.074
H  -4.4156  3.0457  -1.2491  0.082
H  -3.1562  1.8377  -1.4987  0.034
H  -3.3504  4.4525  1.2308  0.068
H  -4.0855  3.4040  2.4420  0.053
H  -4.9858  3.8501  0.9955  0.076
H  -1.8684  3.4113  2.7764  0.090
H  0.7944  1.9181  2.5548  0.019
H  -0.4330  1.6468  3.7830  0.070
H  0.4191  3.1996  3.7208  0.074
H  0.3608  3.6363  0.6870  0.068
H  -0.0572  4.8759  1.8799  0.075
H  -1.1812  4.4727  0.5756  0.056
O  -3.3208  -2.5650  0.3268  0.141
C  -3.0819  -1.9300  -0.8063  -0.485
O  -2.9793  -0.7169  -0.8709  -0.058
C  -3.0377  -2.8511  -2.0080  -0.123
O  -2.4627  -2.2176  -3.1076  -0.125
C  -1.2382  -2.7967  -3.5594  -0.108
C  -0.1394  -2.9239  -2.4943  -0.676
O  0.7507  -3.7349  -2.6861  0.026
O  -0.2788  -2.1326  -1.4923  -0.269
H  -3.2190  -1.9379  1.0727  0.123
H  -4.0792  -3.1126  -2.2355  0.145
H  -2.5174  -3.7655  -1.7118  0.147
H  -0.8663  -2.1154  -4.3259  0.119
H  -1.4209  -3.7796  -4.0031  0.124
C  3.9190  0.6165  -5.7971  -0.052
N  3.7798  -0.6891  -5.1676  -0.211
C  4.9810  -1.4930  -5.0252  -0.060
C  2.8352  -0.8023  -4.2341  -0.295
N  1.9740  -0.8770  -3.4714  0.163
H  4.2543  0.4852  -6.8269  0.083
H  4.6430  1.2423  -5.2635  0.088
H  2.9531  1.1171  -5.7942  0.084
H  5.3697  -1.7371  -6.0150  0.082
H  4.7362  -2.4159  -4.5054  0.094
H  5.7571  -0.9626  -4.4616  0.085
Te  -0.1845  1.4383  -3.3958  0.658
C  -1.6932  2.8409  -3.9007  -0.711
C  -2.9896  2.4360  -4.2235  -0.188
C  -3.9543  3.3533  -4.6181  -0.116
C  -3.6466  4.7045  -4.7025  -0.126
C  -2.3611  5.1237  -4.3860  -0.119
C  -1.3988  4.2034  -3.9919  -0.185
H  -3.2439  1.3837  -4.1673  0.089
H  -4.9529  3.0081  -4.8617  0.093
H  -4.3979  5.4208  -5.0125  0.087
H  -2.1040  6.1754  -4.4454  0.090
H  -0.4011  4.5434  -3.7415  0.075

* energy above the lowest of the compared OMol25 structures with the same formula, charge and spin: 62.90 kJ/mol
* charge: -1
* orbital gap: 6.480 eV
* HOMO level: -0.149 Eh
* LUMO level: 2.435 eV